Formula: C4H8O
Source: the OMol25 dataset
Level of theory: ωB97M-V/def2-TZVPD

For the lowest unoccupied orbital energy, the calculation gives 0.042 Ha. The frontier orbital gap is 10.71 eV.

```
13
C4H8O ωB97M-V/def2-TZVPD
C -0.035 1.460 0.466
C -0.348 -0.029 0.333
C -0.617 -0.648 -1.060
O 0.354 -1.679 -0.848
C 0.828 -1.031 0.336
H 0.512 1.653 1.397
H -0.945 2.070 0.508
H 0.577 1.832 -0.364
H -1.123 -0.275 1.065
H -0.323 0.012 -1.889
H -1.602 -1.078 -1.277
H 0.922 -1.742 1.166
H 1.800 -0.546 0.167
```

Just the natural (NBO) charges please, in e? Sure, here they are:
1. C -0.612
2. C -0.263
3. C -0.054
4. O -0.535
5. C -0.054
6. H 0.213
7. H 0.213
8. H 0.206
9. H 0.204
10. H 0.162
11. H 0.179
12. H 0.178
13. H 0.162

Formula: C4H8O
Source: the OMol25 dataset
Level of theory: ωB97M-V/def2-TZVPD

As for the SMILES: CC=O.C=C. For the lowest unoccupied orbital energy, the calculation gives 0.031 Ha. The frontier orbital gap is 10.64 eV.

```
13
C4H8O ωB97M-V/def2-TZVPD
C 1.026 -1.714 -1.707
C 1.470 -0.599 -2.347
H -0.087 -1.624 -1.621
H 1.633 -2.675 -1.426
H 0.731 -0.038 -2.935
H 2.448 -0.394 -2.122
O -2.557 -0.057 1.998
C -1.677 0.671 1.408
C -0.444 1.263 1.990
H -1.874 0.976 0.306
H -0.156 0.563 2.782
H 0.213 1.376 1.181
H -0.726 2.253 2.494
```

Just the natural (NBO) charges please, in e? Sure, here they are:
1. C -0.401
2. C -0.411
3. H 0.192
4. H 0.220
5. H 0.208
6. H 0.193
7. O -0.538
8. C 0.428
9. C -0.726
10. H 0.108
11. H 0.245
12. H 0.229
13. H 0.253